A molecular structure, C30H35AsGeN5O7Ru at a distorted geometry, computed with ωB97M-V with the def2-TZVPD basis set.

Structure (XYZ):
```
80
Properties=species:S:1:pos:R:3:forces:R:3:lowdin_charge:R:1
Ru 0.28045 0.12935 0.60047 -1.864 0.433 -1.145 0.865
N -0.69813 -0.73573 -1.38596 0.421 0.036 0.201 -0.033
C -0.61835 -2.19633 -1.43355 -0.047 0.067 0.108 -0.234
C 0.71651 -2.61049 -0.84956 0.042 0.035 -0.046 -0.230
N 0.80396 -2.13543 0.53578 0.207 0.691 0.425 -0.008
H -1.63938 -0.39228 -1.52668 -0.002 0.014 0.086 0.084
H -0.08897 -0.29625 -2.06866 0.012 -0.031 -0.053 0.082
H -0.73830 -2.60632 -2.43955 0.002 0.012 -0.026 0.115
H -1.42263 -2.59593 -0.80979 -0.020 0.009 -0.015 0.107
H 1.52190 -2.13731 -1.41423 0.012 -0.011 -0.006 0.111
H 0.83801 -3.69409 -0.92307 0.014 -0.024 0.045 0.117
H 1.75906 -2.15943 0.87281 0.040 -0.088 0.024 0.074
H 0.23951 -2.70397 1.15535 -0.018 -0.020 -0.003 0.041
O 6.16371 4.59509 0.02290 -0.008 0.045 0.044 0.074
N 5.01705 4.82718 -0.30951 -0.204 -0.245 -0.038 -0.362
O 4.60565 5.90834 -0.68566 0.048 0.011 0.009 0.072
C 4.06410 3.71677 -0.26612 0.207 0.225 -0.049 -0.139
C 2.77323 3.91432 -0.72226 0.032 0.216 0.126 0.072
C 1.89979 2.85799 -0.73121 -0.692 -0.093 0.012 -0.083
C 2.32392 1.50702 -0.42587 0.246 -0.297 -0.408 -0.354
O 1.82848 0.47157 -0.95352 0.247 0.039 0.295 -0.118
C 3.55532 1.48052 0.34333 0.036 -0.375 0.180 -0.094
C 4.44337 2.51700 0.32535 0.054 0.141 0.131 0.070
N 3.85374 0.33936 1.22658 -0.250 0.715 -0.655 -0.336
O 4.98111 0.23087 1.65246 0.117 -0.236 0.132 0.091
O 2.90820 -0.36849 1.54823 0.516 -0.194 0.012 -0.015
N 0.48277 3.14108 -0.99741 1.089 -0.140 0.005 -0.328
O 0.18334 4.26312 -1.34054 -0.250 -0.011 -0.093 0.089
O -0.33551 2.24272 -0.80337 -0.100 -0.170 0.251 -0.008
H 2.44963 4.89560 -1.03962 0.004 -0.028 -0.008 0.137
H 5.40552 2.42443 0.80959 -0.025 -0.003 -0.005 0.138
C -1.49484 0.02456 1.30681 -0.338 -0.286 0.041 -0.446
Ge -2.47623 -1.21687 2.42429 0.040 0.108 -0.308 0.893
C -4.22637 -1.58744 1.63474 -0.164 -0.104 -0.039 -0.287
C -5.14181 -2.39074 2.32230 -0.006 0.053 -0.067 -0.108
C -6.40019 -2.64959 1.79813 0.027 0.012 -0.018 -0.086
C -6.76986 -2.10171 0.57483 -0.002 -0.008 0.028 -0.094
C -5.87703 -1.30012 -0.11889 0.044 -0.006 0.016 -0.090
C -4.61456 -1.04958 0.41016 -0.009 -0.039 -0.041 -0.112
C -1.53717 -2.91476 2.62174 0.106 -0.183 0.109 -0.296
C -1.95124 -4.04378 1.91216 0.067 -0.026 0.044 -0.112
C -1.24608 -5.24104 1.99495 -0.024 0.047 -0.014 -0.083
C -0.11659 -5.32983 2.79610 0.009 -0.004 0.005 -0.088
C 0.31106 -4.21787 3.51115 -0.028 0.009 -0.025 -0.081
C -0.39330 -3.02428 3.42103 0.000 -0.007 -0.032 -0.136
C -2.90570 -0.53100 4.20166 -0.054 0.100 0.234 -0.291
C -3.71218 0.60725 4.28296 0.041 0.006 0.059 -0.122
C -4.07883 1.14084 5.51046 0.006 -0.003 -0.019 -0.085
C -3.65103 0.53562 6.68536 -0.015 -0.003 0.001 -0.091
C -2.86437 -0.60447 6.62460 0.019 0.009 -0.042 -0.084
C -2.49622 -1.13267 5.39147 -0.063 0.051 -0.002 -0.113
H -2.15470 0.76073 0.81916 -0.004 0.103 0.178 -0.025
H -4.87237 -2.81601 3.28436 0.007 0.016 -0.008 0.106
H -7.09621 -3.27504 2.34350 0.006 0.008 0.000 0.101
H -7.75447 -2.29616 0.16798 0.015 -0.006 0.005 0.101
H -6.16131 -0.86857 -1.07089 0.003 0.002 0.012 0.100
H -3.92587 -0.41925 -0.14351 -0.003 0.002 0.024 0.078
H -2.83522 -3.99119 1.28548 -0.010 0.006 0.013 0.098
H -1.58240 -6.10528 1.43499 0.000 0.011 0.010 0.103
H 0.42836 -6.26281 2.86666 0.000 0.012 -0.012 0.103
H 1.19573 -4.27856 4.13313 -0.012 0.002 -0.007 0.106
H -0.02311 -2.15864 3.95982 -0.016 -0.009 0.006 0.089
H -4.07310 1.08069 3.37441 0.009 -0.006 -0.001 0.103
H -4.70453 2.02408 5.55239 0.005 -0.012 -0.006 0.102
H -3.94183 0.94511 7.64476 0.014 0.004 -0.013 0.101
H -2.53640 -1.08544 7.53798 -0.005 -0.006 -0.012 0.102
H -1.88995 -2.02986 5.36781 -0.003 -0.020 -0.006 0.087
C 1.94292 2.92229 2.83313 -0.072 0.083 -0.101 -0.263
As 0.47562 1.66747 2.50517 0.714 -0.635 0.457 1.041
C -0.99309 2.90253 2.74028 -0.035 0.030 -0.081 -0.259
C 0.56750 0.77575 4.22414 -0.059 0.029 0.053 -0.267
H 1.82927 3.29821 3.84926 -0.014 0.032 0.011 0.032
H 1.89269 3.76302 2.14133 0.054 -0.026 -0.045 0.031
H 2.91335 2.44200 2.74361 -0.004 -0.034 0.023 0.020
H -0.74224 3.60906 3.53015 -0.011 0.018 0.017 0.037
H -1.88784 2.34692 3.01014 -0.016 -0.025 -0.010 0.005
H -1.17039 3.43909 1.80862 -0.024 0.002 -0.001 0.029
H 0.59198 1.49391 5.04403 0.001 0.015 -0.012 0.038
H 1.47974 0.17924 4.22798 -0.002 -0.009 0.018 0.031
H -0.29403 0.12654 4.34524 -0.059 -0.036 0.022 -0.014
```
Positions in Å, forces in eV/Å.

The value obtained for the total energy is -173387.28791 eV. The spin multiplicity is 2. The orbital gap (alpha / beta) comes out at 5.8 / 6.8 eV. Its HOMO energy (alpha / beta) is -6.71 / -7.70 eV. As for the lowest unoccupied orbital energy (alpha / beta): -0.954 / -0.913 eV.



9 unconnected molecules or ions with the total composition C32H56ClN8O4 at a distorted geometry, computed with ωB97M-V with the def2-TZVPD basis set.

Structure (XYZ):
```
101
Properties=species:S:1:pos:R:3:forces:R:3:lowdin_charge:R:1
Cl -1.86029 19.42515 18.80643 -2.214 -1.251 2.790 0.690
O -3.14576 19.49258 18.19768 0.636 -0.095 -0.314 -0.223
O -1.99260 19.35814 20.24519 0.605 0.195 -1.622 -0.274
O -1.06934 18.30959 18.32578 0.007 1.059 -0.269 -0.194
O -1.13013 20.64119 18.41568 0.784 0.284 -0.472 -0.100
C -2.46380 21.39950 26.12513 -0.304 -0.714 -0.922 -0.094
C -1.88718 20.48784 25.00169 0.220 1.074 -0.328 -0.243
C -2.68442 20.38958 23.67949 -0.806 -0.324 -0.053 -0.196
C -3.03714 21.62679 22.95586 -0.638 2.530 -0.860 -0.193
N -3.30710 22.59373 22.34228 0.779 -2.606 1.796 0.172
H -1.81027 21.33605 26.99517 -0.042 0.214 -0.059 0.069
H -3.42669 20.96264 26.38989 -0.112 0.060 0.283 0.068
H -2.67494 22.43225 25.84776 0.364 -0.001 -0.118 0.069
H -1.81792 19.51509 25.48859 0.119 -0.267 -0.539 0.101
H -0.89944 20.79049 24.65404 0.211 0.038 0.618 0.065
H -3.59517 19.81770 23.85723 -0.413 0.218 -0.008 0.102
H -2.19815 19.82507 22.88390 0.637 -0.320 0.349 0.078
C -4.30118 16.09554 20.64037 -0.264 0.378 0.909 -0.082
C -3.40245 16.24072 21.88752 0.037 0.185 -0.694 -0.234
C -4.03191 16.15909 23.30562 -0.126 0.352 -0.599 -0.170
C -5.27256 16.95591 23.45412 -2.165 1.666 0.014 -0.215
N -6.24669 17.61168 23.53848 2.767 -1.842 -0.268 0.142
H -4.65032 15.07493 20.48364 -0.006 0.072 -0.119 0.073
H -3.83490 16.50179 19.74280 0.384 -0.340 0.023 0.057
H -5.15389 16.75973 20.78126 -0.300 -0.229 0.036 0.041
H -2.92388 17.21695 21.80986 -0.026 0.179 0.102 0.080
H -2.57245 15.53629 21.83298 -0.054 -0.192 0.179 0.106
H -3.26327 16.59928 23.94086 -0.221 -0.166 0.434 0.109
H -4.24693 15.14399 23.63946 0.073 -0.017 -0.095 0.116
C -4.88634 16.41032 16.74281 -0.843 1.222 0.235 -0.093
C -6.43871 16.46039 16.72754 0.540 -0.725 0.971 -0.235
C -7.00318 15.05447 16.54967 -0.702 -1.059 0.213 -0.193
C -6.62511 14.06612 17.60751 1.132 -0.548 0.767 -0.219
N -6.28719 13.29034 18.40802 -0.677 1.350 -1.300 0.134
H -4.51953 17.38383 17.06815 0.083 0.111 0.116 0.035
H -4.45329 16.27887 15.75120 -0.090 -0.496 0.040 0.078
H -4.53802 15.69575 17.48856 0.057 -0.229 -0.335 0.060
H -6.87821 17.20292 16.06153 0.207 -0.362 -0.481 0.108
H -6.84207 16.74810 17.69842 0.451 0.339 0.305 0.093
H -6.75920 14.59376 15.59243 0.087 0.056 -0.071 0.118
H -8.08866 15.02858 16.64539 -0.212 0.375 -0.391 0.114
C 1.24830 24.64600 19.61537 0.132 -1.108 0.529 -0.087
C 1.13418 23.16294 20.08869 -0.350 1.025 -1.317 -0.257
C -0.20635 22.78993 20.68864 -0.446 0.203 0.430 -0.215
C -1.39926 23.28396 19.96454 -1.281 0.620 -0.896 -0.216
N -2.35459 23.70147 19.42664 2.234 -0.807 0.980 0.180
H 2.28639 24.78756 19.31465 -0.076 0.334 -0.058 0.067
H 1.00593 25.30368 20.45013 0.062 0.183 -0.102 0.076
H 0.58783 24.85846 18.77469 -0.009 -0.017 0.100 0.072
H 1.95220 22.95026 20.77696 -0.207 -0.220 0.017 0.098
H 1.20276 22.52963 19.20421 0.600 -0.058 -0.109 0.092
H -0.26052 23.16860 21.70931 -0.272 -0.115 0.117 0.120
H -0.26427 21.70198 20.72213 -0.226 -0.015 0.287 0.067
C -7.77703 19.63040 19.14563 0.047 -0.776 -0.644 -0.093
C -6.44233 19.10949 19.70370 -0.287 1.006 -0.073 -0.260
C -5.73338 20.11253 20.60974 0.092 -0.043 0.541 -0.202
C -5.27856 21.36255 19.99016 0.071 1.517 -0.922 -0.218
N -4.95335 22.36112 19.48436 -0.743 -1.892 0.960 0.155
H -8.44069 20.19146 19.80355 0.361 0.032 0.233 0.080
H -8.32238 18.74108 18.82971 -0.315 -0.027 -0.012 0.059
H -7.62066 20.18123 18.21814 0.049 0.374 0.195 0.071
H -5.81354 18.90466 18.83723 0.136 -0.493 0.139 0.087
H -6.62645 18.23063 20.32161 0.138 -0.130 -0.232 0.088
H -4.87046 19.67402 21.11092 0.190 -0.213 -0.130 0.089
H -6.42876 20.30395 21.42700 0.025 0.490 0.071 0.120
C 1.89969 15.26643 18.37978 0.032 -0.388 -0.834 -0.093
C 1.42293 15.65735 16.94716 0.195 0.146 1.478 -0.228
C 1.77375 17.11523 16.59502 0.687 -0.100 -0.834 -0.198
C 3.22441 17.40544 16.62377 3.858 0.971 0.532 -0.217
N 4.37615 17.68415 16.70561 -4.262 -1.102 -0.337 0.135
H 1.48633 14.31131 18.70381 -0.592 0.188 0.018 0.069
H 1.67565 16.05329 19.10002 0.097 -0.128 0.096 0.055
H 2.95863 15.00842 18.36727 0.246 0.677 0.047 0.073
H 0.33766 15.57361 16.88979 0.001 -0.105 -0.107 0.101
H 1.88036 14.94401 16.26160 -0.131 0.278 -0.292 0.110
H 1.29462 17.89842 17.18251 -0.173 -0.366 0.439 0.092
H 1.44468 17.32302 15.57686 0.000 -0.031 -0.165 0.115
C 3.49213 20.37137 20.22146 -0.158 -0.253 0.399 -0.093
C 2.97707 18.94191 20.42888 0.670 1.161 -0.061 -0.244
C 1.50803 18.85149 20.77216 -0.367 -0.788 -0.115 -0.193
C 1.07048 19.60001 21.95519 0.135 0.761 0.350 -0.192
N 0.78421 20.27849 22.84633 0.162 -0.710 -0.689 0.192
H 3.02014 20.87358 19.37700 0.132 -0.125 -0.155 0.067
H 4.57381 20.31942 20.09751 -0.065 0.264 -0.180 0.079
H 3.27126 20.97605 21.10105 0.122 0.050 0.096 0.062
H 3.55806 18.50353 21.24029 0.037 -0.261 -0.142 0.118
H 3.15692 18.41169 19.49366 -0.028 -0.399 0.185 0.090
H 1.32213 17.79017 20.93687 -0.411 -0.050 0.166 0.113
H 0.89980 19.12645 19.91045 -0.106 0.237 0.106 0.087
C -5.15823 19.82253 14.79310 0.096 1.112 -0.223 -0.095
C -3.91416 20.54279 14.21520 0.149 -0.757 0.931 -0.230
C -2.87854 21.07221 15.26762 -0.420 0.086 -1.276 -0.184
C -3.40924 22.11638 16.15250 -0.862 0.956 1.683 -0.230
N -3.79236 22.95450 16.86982 0.694 -1.550 -1.788 0.152
H -5.71916 19.59533 13.88655 -0.632 -0.103 0.390 0.073
H -5.68710 20.49118 15.47228 -0.389 0.121 -0.269 0.071
H -5.03448 18.90701 15.37155 0.708 -0.066 -0.261 0.042
H -4.19492 21.35275 13.54197 -0.288 0.089 0.264 0.108
H -3.49436 19.77809 13.56169 0.805 0.202 0.053 0.098
H -2.09586 21.60917 14.73171 0.294 -0.301 -0.186 0.112
H -2.42204 20.22689 15.78255 -0.126 0.241 0.318 0.089
```
Positions in Å, forces in eV/Å.

The value obtained for the total energy is -66711.45224 eV. The spin multiplicity is 2. The orbital gap (alpha / beta) comes out at 10.4 / 4.2 eV. Its HOMO energy (alpha / beta) is -10.49 / -10.44 eV. As for the lowest unoccupied orbital energy (alpha / beta): -0.059 / -6.256 eV.



A molecular structure, C19H21IN2O3PdS at a distorted geometry, computed with ωB97M-V with the def2-TZVPD basis set.

Structure (XYZ):
```
48
Properties=species:S:1:pos:R:3:forces:R:3:lowdin_charge:R:1
C 3.60252 4.14549 -0.57398 0.332 0.195 -0.184 -0.170
C 4.78632 3.24689 -0.94428 -0.059 -0.047 0.076 -0.162
H 3.27902 4.74799 -1.42978 0.006 -0.106 0.147 0.070
H 3.86552 4.83379 0.23672 -0.110 -0.123 -0.141 0.073
H 2.74352 3.55259 -0.24108 -0.119 -0.092 0.112 -0.001
H 4.48002 2.45049 -1.63138 0.083 0.122 0.034 0.056
H 5.58162 3.82009 -1.43328 -0.175 -0.094 0.119 0.074
H 5.21692 2.77209 -0.05598 -0.066 0.069 -0.155 0.066
C -2.79448 0.95749 -2.39048 0.119 -0.297 -0.078 -0.112
C -4.00478 0.89119 -3.07098 0.146 -0.045 0.068 -0.004
C -4.25578 -0.20761 -3.89128 0.269 0.127 0.216 0.006
C -3.28788 -1.19911 -4.00088 0.302 0.135 0.248 0.035
H -2.53348 1.78489 -1.73468 -0.289 -0.045 -0.231 0.043
H -4.73108 1.68879 -2.95528 0.116 -0.114 -0.013 0.129
H -5.18988 -0.29301 -4.43778 0.128 0.036 0.084 0.134
H -3.46408 -2.06141 -4.63368 0.028 0.151 0.109 0.122
N -1.85688 0.00169 -2.49368 -0.833 -0.233 -0.647 -0.012
C -2.08978 -1.07371 -3.28978 -0.405 0.491 0.089 -0.177
C -1.00778 -2.06941 -3.34178 0.821 -0.560 0.087 -0.175
N 0.09772 -1.79451 -2.58778 -0.147 -1.351 -1.440 -0.038
C 1.12052 -2.67081 -2.59648 -0.321 0.265 0.038 -0.073
C -0.02028 -4.13431 -4.11158 0.246 0.270 0.298 0.007
C 1.10282 -3.84311 -3.33808 -0.185 0.003 -0.073 -0.003
H 1.97082 -2.40171 -1.98028 0.003 -0.088 -0.042 0.126
H 1.95752 -4.51011 -3.30438 -0.119 0.104 -0.005 0.129
C -1.07968 -3.23611 -4.10848 -0.056 0.371 0.232 0.030
H -1.96428 -3.43901 -4.70088 0.155 0.000 0.084 0.120
H -0.07068 -5.04181 -4.70468 0.020 0.123 0.083 0.134
Pd 0.04442 -0.03051 -1.51118 0.555 1.234 -2.133 0.750
I -0.16588 2.19739 -0.22348 0.117 1.254 0.218 0.859
C -0.66768 0.94899 7.01732 -0.009 0.323 0.350 -0.024
C -0.40508 0.52799 5.60202 0.031 0.192 0.013 -0.228
C -0.57008 -0.81471 5.23302 0.346 0.166 -1.058 0.012
C -0.31008 -1.22271 3.92132 -0.240 -0.411 0.144 -0.028
C 0.11802 -0.29391 2.96322 -0.412 0.369 0.049 -0.292
C 0.28322 1.04779 3.32982 -0.116 0.372 0.038 -0.071
C 0.02002 1.45939 4.64062 0.079 -0.897 -0.664 0.011
S 0.52752 -0.85421 1.30382 0.766 -1.792 -3.466 0.782
O 1.74622 -0.11481 0.73112 -2.425 -1.116 1.163 -0.326
O 1.19532 -2.22711 1.47642 -0.580 1.182 0.002 -0.109
O -0.54018 -1.15481 -0.02348 1.900 0.223 6.700 -0.520
H -1.71998 0.72189 7.28712 0.631 0.082 -0.030 0.108
H 0.01052 0.39459 7.70102 -0.503 0.306 -0.324 0.110
H -0.49208 2.03679 7.15832 -0.135 -0.743 -0.074 0.096
H -0.88948 -1.54751 5.96472 0.041 0.030 -0.082 0.137
H -0.42768 -2.26611 3.65732 -0.016 -0.019 0.019 0.126
H 0.63032 1.77469 2.61142 0.046 0.028 0.014 0.049
H 0.15842 2.49929 4.90542 0.031 -0.051 0.005 0.129
```
Positions in Å, forces in eV/Å.

Its net charge is +2. The value obtained for the total energy is -51561.02611 eV. The spin multiplicity is 5. The orbital gap (alpha / beta) comes out at 8.5 / 4.7 eV. Its HOMO energy (alpha / beta) is -15.31 / -15.29 eV. As for the lowest unoccupied orbital energy (alpha / beta): -6.759 / -10.587 eV.